Entry 1:
# C26H55BBaF4NO12

C26H55BBaF4NO12 as an isolated structure in a non-equilibrium geometry (ωB97M-V/def2-TZVPD, OMol25).

As for the net charge: +1. As for the total energy: -2430.968117 Eh. The relative energy (zero: lowest compared OMol25 entry of this formula, charge and spin) comes out at 0.486 eV. The calculation puts the orbital gap at 7.77 eV. The multiplicity is 1.

Geometry as XYZ:
```
100
Properties=species:S:1:pos:R:3:forces:R:3:lowdin_charge:R:1
Ba -3.097175 0.531217 1.074891 0.9240 -0.8288 -0.5751 2.163
B -0.250869 -0.627280 -0.431056 0.6216 -0.0757 -0.4462 -1.326
F -0.852385 -1.009147 -1.637891 0.3555 -0.3735 0.1062 0.123
F 1.126065 -0.838832 -0.361092 -0.5763 -0.1117 -0.1871 0.145
F -0.541218 0.730749 -0.290742 -0.3292 1.0907 0.1009 0.059
F -0.898305 -1.246021 0.666588 -0.2651 -0.3166 0.3579 0.045
C 4.023838 0.800361 -2.940465 -0.1260 -0.0526 -0.1876 -0.063
C 3.955816 -0.111565 -1.890654 -0.2377 -0.1711 0.3142 -0.075
C 4.875311 -0.091040 -0.851372 0.1955 1.0564 -0.5271 0.001
C 5.908135 0.855244 -0.949352 -0.3938 -0.5206 0.2390 -0.164
C 5.987894 1.765664 -1.972813 -0.0797 0.4773 -0.2109 -0.014
C 5.023779 1.747196 -2.969437 0.5677 0.1975 0.0798 -0.064
N 6.889964 0.922134 0.129340 0.1653 -0.3734 1.5063 -0.345
O 7.882268 1.615506 0.018544 -0.3787 -0.0395 -0.4123 0.084
O 6.631509 0.268986 1.140073 0.1642 0.3537 -0.6527 0.059
H 3.276592 0.809509 -3.724164 -0.0518 -0.1738 0.0629 0.110
H 3.125056 -0.801267 -1.819536 -0.0232 0.0210 -0.0880 0.087
H 4.719726 -0.644626 0.059913 0.2745 -0.3317 -0.1219 0.121
H 6.716483 2.564736 -1.989218 0.2835 -0.3073 0.1676 0.119
H 5.137783 2.500634 -3.738093 -0.3965 -0.1424 -0.1615 0.112
C 1.915723 -2.913908 -4.007333 0.3060 -0.8501 -0.9834 -0.083
O 1.941944 -4.275784 -3.586820 0.3317 0.7614 0.3331 -0.186
C 2.017384 -4.430874 -2.195814 -0.3352 -1.5855 1.1781 -0.210
C 0.759789 -4.057531 -1.422941 -0.4134 1.6337 -1.1991 -0.193
O -0.429737 -4.757890 -1.741451 -0.0732 -0.6745 1.0216 -0.189
C -0.854848 -4.797862 -3.068915 0.6151 -0.5748 -1.2249 -0.119
H 1.946638 -2.995103 -5.096595 -0.3126 0.2311 0.0280 0.095
H 2.834366 -2.376889 -3.756596 -0.1162 0.0575 0.5212 0.080
H 1.003778 -2.410501 -3.691584 0.1158 0.2657 0.1002 0.075
H 2.873890 -3.960520 -1.697135 0.0584 0.4971 -0.4010 0.127
H 2.177078 -5.499044 -2.002753 0.0429 -0.0298 -0.3543 0.132
H 0.552168 -2.999946 -1.643245 0.0973 0.0398 0.1487 0.090
H 0.907536 -4.099357 -0.346441 0.0746 -0.3964 0.0194 0.134
H -0.189214 -5.416157 -3.687294 -0.0012 0.1346 0.1390 0.091
H -0.880865 -3.822077 -3.571257 -0.2059 0.1387 0.3165 0.090
H -1.818830 -5.303534 -3.136830 -0.1747 0.3297 0.3914 0.089
C -6.849826 -0.358015 1.121045 0.1440 -0.9046 0.1772 -0.069
O -5.652608 -0.325882 0.347488 -0.4952 0.4507 -0.4875 -0.348
C -5.883498 -0.648210 -1.025550 0.5225 -0.7637 -0.6635 -0.182
C -5.183202 0.328046 -1.945326 -1.1009 0.7927 0.0345 -0.199
O -3.802083 0.417993 -1.663671 0.0206 -0.0326 0.5238 -0.323
C -3.072762 1.051570 -2.699345 0.7407 -0.2420 -1.0195 -0.078
H -7.227916 -1.386083 1.196540 0.1569 0.0059 -0.0094 0.104
H -7.663246 0.214350 0.672064 0.2432 0.4381 0.1839 0.102
H -6.558834 -0.051480 2.125045 -0.3485 0.2990 -0.0396 0.088
H -6.947216 -0.690504 -1.266659 -0.0759 0.4344 0.1227 0.137
H -5.533281 -1.658581 -1.263306 0.2430 -0.0107 0.4672 0.128
H -5.679420 1.304099 -1.827238 0.3284 0.1800 0.1879 0.138
H -5.391570 0.094303 -2.994021 0.3182 -0.4849 0.0197 0.143
H -3.438872 2.053568 -2.929192 -0.1806 -0.0080 0.0976 0.102
H -3.085929 0.429280 -3.601371 -0.4405 0.1166 -0.0383 0.109
H -2.005039 1.088824 -2.484326 -0.1726 0.0564 0.6958 0.086
C -3.019484 -2.832398 -0.904507 0.5314 0.0459 -0.2833 -0.077
O -3.439236 -2.234266 0.319999 -0.3876 -0.0965 0.2144 -0.312
C -3.179191 -3.086999 1.431002 -0.1026 0.7599 -0.0242 -0.175
C -4.098975 -2.692472 2.583563 0.8950 -0.7031 -1.5222 -0.165
O -3.826386 -1.326360 2.888555 -0.3068 0.1576 0.4167 -0.392
C -4.224362 -1.010733 4.214663 0.0345 -0.2276 0.9298 -0.094
H -3.063630 -2.049853 -1.656572 -0.0423 -0.1285 -0.0826 0.084
H -3.627994 -3.695906 -1.194794 -0.2810 0.1429 0.2257 0.108
H -1.988632 -3.184334 -0.837248 -0.0169 0.0912 0.0208 0.082
H -2.149558 -2.917777 1.761573 0.1267 -0.3869 -0.2047 0.124
H -3.350707 -4.112424 1.099314 0.0872 -0.1562 0.4198 0.144
H -3.807060 -3.357153 3.398669 -0.4266 0.1825 0.3411 0.141
H -5.115685 -2.857168 2.221339 -0.2732 0.2430 0.5748 0.137
H -3.693197 -1.647001 4.931360 -0.1832 -0.2436 -0.1352 0.101
H -5.299901 -1.146153 4.345308 -0.0052 -0.0048 -0.0151 0.102
H -3.942504 -0.009420 4.546130 -0.0050 0.2160 -0.7433 0.096
C 2.541170 1.986762 1.024033 -0.1520 -0.0664 -0.4457 -0.096
O 2.687133 3.390730 1.065784 -0.3255 0.0326 0.1497 -0.207
C 4.040633 3.749541 1.390307 -0.9668 -0.1828 -1.1062 -0.172
C 4.181225 5.185106 0.912803 -0.3834 0.8048 0.8590 -0.212
O 5.432859 5.772152 1.181679 0.0492 -0.5194 0.1169 -0.168
C 6.431137 5.340873 0.278493 0.4915 0.0020 -0.0481 -0.098
H 2.901761 1.538242 1.953545 0.2363 -0.2350 -0.1085 0.101
H 3.036874 1.603293 0.129121 0.4388 -0.2466 0.2887 0.080
H 1.508785 1.674149 0.868596 -0.2759 0.4852 0.1970 0.066
H 4.681791 3.063194 0.829550 0.3444 0.0094 0.3342 0.107
H 4.136680 3.653908 2.470904 0.5774 0.0514 0.0409 0.137
H 3.443344 5.736618 1.504609 0.1293 0.2002 -0.0363 0.128
H 3.885840 5.360876 -0.124952 0.1016 -0.5606 -0.2060 0.131
H 6.466036 6.008330 -0.587500 -0.0292 -0.1166 -0.1019 0.092
H 6.312604 4.302890 -0.048736 -0.2653 0.0744 -0.0576 0.063
H 7.404297 5.360017 0.771000 -0.1071 0.2484 0.1169 0.095
C -0.856323 -0.847857 3.912841 1.0170 -1.1481 -0.6650 -0.083
O -1.318494 0.362085 3.337024 -0.3296 0.0097 0.4388 -0.288
C -0.325981 1.358051 3.453837 0.7060 1.0137 -0.6562 -0.194
C -0.780206 2.666683 2.805998 0.4878 -0.4981 0.0177 -0.160
O -1.246569 2.492276 1.457652 -0.7152 0.1183 1.2931 -0.393
C -1.102412 3.645935 0.653800 0.7038 0.4027 -0.9151 -0.085
H -0.555228 -0.782334 4.958465 -0.2845 0.4036 0.1085 0.107
H 0.019596 -1.192166 3.348708 0.1440 0.2320 0.0875 0.107
H -1.543993 -1.678274 3.771398 -0.5269 0.4638 0.1099 0.075
H 0.637601 1.062624 3.023479 -0.2995 -0.4536 -0.3605 0.124
H -0.060274 1.608761 4.487973 -0.4566 -0.1794 0.1951 0.144
H 0.110935 3.295371 2.745738 -0.1065 0.2472 0.3264 0.136
H -1.541527 3.090669 3.465996 -0.1561 0.4130 -0.3403 0.133
H -0.041643 3.852980 0.479323 0.0369 -0.1510 0.0225 0.098
H -1.530646 4.586692 1.012178 -0.3394 -0.3537 0.5423 0.102
H -1.552266 3.423759 -0.314591 0.0041 -0.0761 0.0185 0.090
```
Forces are in eV/Å.

---

Entry 2:
# C16H44F6O14PS6

A 7-piece molecular cluster, C16H44F6O14PS6 overall in a non-equilibrium geometry (ωB97M-V/def2-TZVPD, OMol25).

As for the net charge: -1. As for the total energy: -5019.285456 Eh. The relative energy (zero: lowest compared OMol25 entry of this formula, charge and spin) comes out at 0.477 eV. The calculation puts the orbital gap at 8.75 eV. The multiplicity is 1.

Geometry as XYZ:
```
87
Properties=species:S:1:pos:R:3:forces:R:3:lowdin_charge:R:1
P -0.493321 -0.287666 -0.110030 0.4270 0.0906 -1.2663 0.201
F 0.098930 0.951757 -1.016794 -0.0803 -0.2278 0.2490 -0.185
F 0.973378 -0.994380 -0.239187 0.0048 0.1647 0.8375 -0.173
F -0.072556 0.509870 1.247116 -0.1214 -0.2822 -0.3824 -0.167
F -1.064100 -1.484042 0.792325 -0.0218 0.0295 0.1791 -0.138
F -1.941678 0.438654 -0.192222 0.0885 -0.0330 0.6432 -0.162
F -0.890621 -1.125352 -1.445631 -0.2257 0.2218 -0.1777 -0.173
O -2.582805 -0.136612 5.609905 0.3976 -0.6274 -0.4945 -0.275
S -1.549563 -1.134046 5.651947 0.1174 0.3778 0.3618 0.609
O -1.304855 -1.782777 6.918816 -0.0567 -0.2662 -1.1127 -0.285
O -1.810348 -2.177863 4.430096 -0.1114 1.5137 1.2271 -0.270
C -1.391048 -3.514518 4.561875 0.7201 -1.9130 0.5304 -0.296
C -1.688144 -4.240387 3.281061 -0.4068 0.3572 -0.8062 -0.063
C -0.036964 -0.379594 5.087010 -0.4236 0.6363 -0.6475 -0.114
H -1.881550 -4.031042 5.395236 -0.1075 0.4596 0.0173 0.126
H -0.310116 -3.606400 4.747880 -0.1064 0.4675 0.0852 0.121
H -1.308192 -5.261331 3.269554 0.1770 0.0552 0.2496 0.082
H -1.236175 -3.683772 2.454953 -0.0303 -0.1590 -0.0619 0.079
H -2.760153 -4.288501 3.088094 0.0023 0.0968 0.0556 0.069
H 0.781896 -1.090427 5.059333 0.0034 -0.0084 0.1494 0.070
H 0.166515 0.521915 5.663373 0.0596 -0.4124 0.6104 0.074
H -0.220549 0.044645 4.095387 -0.0895 -0.5288 -0.1617 0.060
O 1.320483 5.623809 2.282137 0.5912 -0.9812 -1.0833 -0.290
S 1.402878 4.723795 1.150337 -1.0671 -0.7328 0.8648 0.626
O 1.178330 5.202713 -0.176798 0.2985 0.4541 -0.2985 -0.305
O 2.845363 3.985966 1.211457 -1.2461 0.6131 0.7665 -0.246
C 3.073983 3.005248 0.202700 0.3791 -0.2957 -2.0663 -0.275
C 3.996217 3.599943 -0.867457 0.0813 0.4995 0.9350 -0.051
C 0.195324 3.368981 1.397710 0.4903 0.4916 0.4052 -0.106
H 2.156819 2.690777 -0.306904 -0.1584 0.0099 0.4299 0.108
H 3.541921 2.119166 0.626620 -0.0976 0.2420 0.4871 0.100
H 3.507629 4.445871 -1.349538 -0.1510 -0.2053 -0.2171 0.072
H 4.348183 2.864080 -1.587422 -0.0894 -0.0370 0.0224 0.079
H 4.840265 4.033969 -0.323467 0.2320 -0.1877 -0.2365 0.080
H -0.688242 3.799250 1.866840 0.2338 0.2601 0.2104 0.073
H 0.667697 2.655042 2.065500 -0.1478 -0.0747 0.0375 0.058
H -0.158110 2.874748 0.497275 0.6076 0.1255 -0.2761 0.033
O -6.158075 -1.306149 2.060458 1.1188 0.0017 0.4387 -0.293
S -4.850180 -1.717300 2.533232 0.5610 -0.0959 -1.2806 0.613
O -4.704221 -2.392025 3.783292 -0.2348 0.0881 -0.1199 -0.275
O -4.235445 -2.732866 1.444395 0.1780 -0.0092 0.9433 -0.275
C -4.394927 -2.507701 0.039714 -0.3564 0.6632 -0.0851 -0.266
C -3.471122 -3.404769 -0.758951 0.0284 0.5033 -0.5617 -0.053
C -3.662370 -0.357465 2.444190 -1.2157 0.5435 -0.0650 -0.097
H -4.139657 -1.474955 -0.227776 0.1635 0.0063 0.2746 0.112
H -5.464124 -2.568194 -0.178858 0.1091 -0.5451 -0.1419 0.114
H -3.315233 -4.430273 -0.433144 -0.4697 -0.0044 0.2679 0.078
H -2.490432 -2.935667 -0.846366 -0.0151 -0.0520 0.1579 0.053
H -3.890864 -3.393889 -1.768502 0.1506 -0.2877 -0.0593 0.083
H -2.759639 -0.503733 3.018614 -0.1341 -0.5094 0.0824 0.035
H -4.232526 0.476939 2.857716 0.1526 0.0399 0.1538 0.075
H -3.413793 -0.085656 1.420312 -0.1454 -0.3633 -0.0906 0.041
O -0.924236 -2.526645 -4.546348 0.4720 -0.1942 0.3835 -0.278
S 0.475247 -2.850728 -4.518018 0.2237 0.8906 -0.9440 0.606
O 0.944408 -3.942054 -5.326899 0.1123 0.6235 0.2160 -0.291
O 1.312756 -1.493754 -4.923851 -0.3178 -1.3798 -0.1554 -0.274
C 0.695971 -0.232982 -4.601142 -0.2403 0.4039 0.0764 -0.267
C 1.749160 0.863622 -4.474547 0.0967 -0.9359 -0.5308 -0.046
C 1.188150 -2.969000 -2.926527 -0.2048 -0.4026 0.4030 -0.129
H 0.136754 -0.302267 -3.664820 0.0767 -0.1317 0.0185 0.094
H -0.029564 -0.027900 -5.389620 0.0626 0.2002 0.0293 0.122
H 2.312355 0.999856 -5.400146 -0.3908 0.1833 -0.2170 0.077
H 2.532611 0.574366 -3.772212 -0.3601 0.1882 0.4944 0.072
H 1.201779 1.763608 -4.205359 0.3632 0.2281 0.1324 0.070
H 2.251697 -2.996255 -3.147175 0.0711 0.3036 0.2528 0.063
H 0.929482 -3.874560 -2.379571 -0.3305 -0.0381 -0.2634 0.084
H 0.836080 -2.102038 -2.374762 0.3641 0.0595 0.1528 0.035
C -1.959296 3.440908 -2.141113 -0.0998 -0.5716 -1.1098 -0.261
S -0.638981 4.386186 -2.931070 -0.0007 0.8521 0.0003 0.809
O -0.826995 4.324473 -4.417091 -0.2615 -0.2250 0.5495 -0.567
C -1.138114 6.062418 -2.418053 0.0313 1.0657 0.1224 -0.263
H -2.898219 3.594213 -2.677103 0.0211 0.3558 0.0718 0.059
H -2.083737 3.582558 -1.072497 0.3042 0.1092 0.0487 0.052
H -1.651501 2.422656 -2.389856 -0.1120 -0.1263 0.4966 0.031
H -0.450415 6.449113 -1.664115 0.0520 -0.3904 0.1241 0.023
H -2.153022 6.245931 -2.057603 -0.0860 -0.7056 0.0194 0.051
H -1.036832 6.754740 -3.257356 0.2150 -0.4729 -0.3178 0.047
C 4.144288 -0.792268 0.365421 0.0597 -1.2093 0.6369 -0.260
S 4.665529 -1.256654 -1.310902 0.3152 1.1707 -0.0274 0.812
O 5.779157 -0.310474 -1.682915 -0.5623 -0.7535 0.2864 -0.572
C 5.383198 -2.859150 -0.885375 0.3857 -0.0171 0.1251 -0.270
H 3.511322 0.083512 0.440737 0.0812 0.0916 -0.5041 0.019
H 5.012236 -0.727453 1.025305 0.2097 0.3306 -0.3195 0.059
H 3.571020 -1.631324 0.774641 -0.2146 0.0537 -0.2593 0.052
H 4.595470 -3.610937 -0.897062 -0.0460 0.0337 0.1455 0.048
H 5.916949 -2.837058 0.065399 -0.1825 0.0657 0.0959 0.051
H 6.121153 -3.112462 -1.645826 -0.1714 0.1715 -0.2133 0.051
```
Forces are in eV/Å.